--- A ---
120
Properties=species:S:1:pos:R:3 method="wB97M-V/def2-TZVPD" lumo_ev=0.53 spin_multiplicity=1
C -0.778 -4.325 4.089
O -1.469 -3.164 3.692
C -0.684 -1.982 3.725
C -1.620 -0.846 3.292
N -0.822 0.185 2.658
C -1.492 1.376 2.145
C -2.494 1.196 1.041
O -3.676 0.617 1.608
C -4.771 0.607 0.753
H 0.250 -4.332 3.715
H -1.255 -5.129 3.520
H -0.967 -4.595 5.130
H 0.176 -2.184 3.061
H -0.154 -1.780 4.665
H -2.043 -0.542 4.253
H -2.416 -1.217 2.651
H -0.049 -0.140 2.104
H -0.638 1.989 1.839
H -1.896 1.941 2.989
H -2.126 0.411 0.369
H -2.691 2.076 0.423
H -5.714 0.261 1.184
H -4.655 -0.087 -0.096
H -4.941 1.630 0.385
C 8.175 -4.484 -1.074
O 7.116 -3.633 -0.726
C 7.306 -3.038 0.555
C 6.293 -1.975 0.865
N 5.018 -2.617 1.174
C 4.023 -1.660 1.594
C 2.593 -2.107 1.303
O 2.340 -1.934 -0.062
C 1.015 -2.295 -0.422
H 8.413 -5.234 -0.313
H 9.062 -3.948 -1.419
H 7.809 -5.074 -1.918
H 8.351 -2.698 0.596
H 7.249 -3.825 1.321
H 6.284 -1.329 -0.022
H 6.667 -1.461 1.750
H 4.675 -3.197 0.419
H 4.096 -0.714 1.037
H 4.124 -1.341 2.636
H 1.854 -1.592 1.938
H 2.500 -3.181 1.553
H 0.289 -1.723 0.164
H 0.937 -3.383 -0.469
H 0.871 -1.903 -1.433
C 3.573 -4.450 -4.622
O 3.156 -5.145 -3.461
C 4.283 -5.382 -2.629
C 3.922 -6.173 -1.390
N 3.078 -5.446 -0.463
C 2.713 -6.288 0.662
C 1.377 -5.826 1.239
O 0.367 -6.284 0.374
C -0.900 -5.843 0.810
H 2.764 -4.397 -5.353
H 4.415 -4.930 -5.122
H 3.739 -3.405 -4.346
H 4.760 -4.460 -2.267
H 4.999 -5.926 -3.255
H 4.880 -6.543 -1.012
H 3.456 -7.109 -1.743
H 2.241 -5.130 -0.939
H 3.529 -6.245 1.388
H 2.472 -7.344 0.464
H 1.376 -4.733 1.375
H 1.237 -6.201 2.264
H -1.189 -6.262 1.775
H -1.632 -6.191 0.082
H -1.011 -4.757 0.863
C -2.818 5.801 -5.610
O -3.763 6.161 -4.621
C -4.854 6.901 -5.146
C -6.001 7.051 -4.128
N -6.670 5.828 -3.658
C -5.881 5.122 -2.650
C -6.483 3.772 -2.312
O -6.614 3.034 -3.537
C -7.152 1.752 -3.293
H -2.270 6.655 -6.019
H -3.281 5.273 -6.448
H -2.123 5.153 -5.081
H -5.246 6.380 -6.028
H -4.493 7.912 -5.366
H -6.707 7.679 -4.681
H -5.641 7.670 -3.304
H -6.578 5.223 -4.475
H -5.806 5.663 -1.698
H -4.846 5.037 -2.995
H -7.503 3.898 -1.938
H -5.856 3.334 -1.532
H -6.454 0.950 -3.550
H -8.075 1.616 -3.865
H -7.431 1.548 -2.254
C 2.381 1.490 -0.196
O 1.774 2.180 0.891
C 2.631 3.178 1.392
C 1.951 3.911 2.556
N 0.764 4.630 2.143
C -0.175 4.886 3.227
C -1.515 5.517 2.860
O -2.448 5.113 3.858
C -3.744 5.558 3.452
H 1.731 0.751 -0.653
H 3.344 1.075 0.098
H 2.557 2.252 -0.967
H 2.829 3.952 0.632
H 3.637 2.789 1.580
H 2.680 4.526 3.087
H 1.697 3.141 3.303
H 0.301 4.150 1.380
H 0.309 5.597 3.905
H -0.399 3.991 3.821
H -1.771 5.080 1.885
H -1.496 6.606 2.836
H -3.669 6.585 3.090
H -4.381 5.615 4.334
H -4.188 4.866 2.739

--- B ---
120
Properties=species:S:1:pos:R:3 method="wB97M-V/def2-TZVPD" lumo_ev=0.48 spin_multiplicity=1
C 3.282 -5.529 -3.167
O 4.451 -5.496 -2.300
C 4.569 -4.241 -1.671
C 3.707 -3.994 -0.468
N 3.937 -4.951 0.592
C 2.819 -5.183 1.587
C 2.029 -3.989 2.174
O 0.883 -4.399 2.988
C 1.205 -5.181 4.117
H 3.388 -6.331 -3.897
H 3.097 -4.599 -3.705
H 2.413 -5.777 -2.558
H 4.621 -3.351 -2.297
H 5.601 -4.279 -1.322
H 2.670 -3.928 -0.796
H 3.962 -2.986 -0.142
H 4.325 -5.787 0.179
H 3.169 -5.875 2.353
H 2.035 -5.761 1.098
H 1.685 -3.346 1.363
H 2.791 -3.335 2.597
H 1.052 -6.234 3.880
H 0.384 -4.873 4.765
H 2.099 -4.994 4.713
C -3.960 2.197 3.081
O -5.170 2.391 2.321
C -4.974 2.287 0.915
C -6.402 2.108 0.269
N -6.228 2.481 -1.179
C -7.460 2.496 -1.939
C -7.985 1.014 -2.229
O -6.946 0.150 -2.803
C -6.658 0.422 -4.226
H -3.439 1.244 2.986
H -4.173 2.145 4.149
H -3.302 3.062 3.002
H -4.405 1.385 0.691
H -4.350 3.111 0.569
H -7.174 2.717 0.740
H -6.868 1.153 0.513
H -5.528 1.828 -1.501
H -7.359 3.019 -2.890
H -8.348 2.856 -1.418
H -8.893 1.053 -2.831
H -8.331 0.501 -1.331
H -7.534 0.338 -4.868
H -5.775 -0.215 -4.277
H -6.312 1.455 -4.197
C 2.282 5.113 -0.765
O 1.081 5.704 -0.322
C 1.138 6.735 0.625
C 1.972 6.463 1.922
N 1.812 5.172 2.446
C 2.954 4.511 3.105
C 3.558 5.195 4.338
O 5.008 4.985 4.510
C 5.682 6.074 5.172
H 2.253 4.464 -1.640
H 2.735 4.607 0.087
H 2.999 5.873 -1.076
H 0.160 6.888 1.081
H 1.404 7.668 0.127
H 1.740 7.198 2.692
H 2.974 6.837 1.710
H 1.189 4.597 1.897
H 3.761 4.380 2.385
H 2.533 3.527 3.314
H 2.993 4.851 5.204
H 3.437 6.273 4.240
H 5.493 7.057 4.742
H 6.763 5.936 5.175
H 5.311 6.125 6.196
C 2.924 0.753 -4.569
O 3.293 -0.275 -3.635
C 2.396 -0.398 -2.551
C 0.990 -0.997 -2.985
N 1.115 -2.296 -3.721
C -0.121 -2.972 -4.153
C -0.442 -2.664 -5.665
O 0.494 -3.025 -6.564
C 0.480 -2.415 -7.824
H 2.168 1.491 -4.302
H 2.507 0.151 -5.376
H 3.767 1.326 -4.954
H 2.367 0.597 -2.106
H 2.857 -1.022 -1.786
H 0.454 -0.331 -3.661
H 0.393 -1.206 -2.098
H 1.561 -2.125 -4.612
H -0.985 -2.558 -3.634
H -0.178 -4.033 -3.907
H -0.497 -1.576 -5.707
H -1.452 -3.036 -5.833
H -0.156 -1.529 -7.843
H 0.061 -3.058 -8.597
H 1.443 -2.204 -8.289
C -4.135 -2.835 1.329
O -3.018 -2.276 0.697
C -2.065 -1.844 1.615
C -0.984 -0.979 1.018
N 0.118 -0.579 1.832
C -0.284 0.108 3.030
C 0.890 0.396 3.969
O 1.935 -0.491 3.998
C 1.776 -1.694 4.672
H -3.837 -3.794 1.753
H -4.939 -2.883 0.595
H -4.644 -2.331 2.151
H -1.442 -2.626 2.050
H -2.567 -1.223 2.357
H -1.338 -0.111 0.462
H -0.678 -1.655 0.219
H 0.682 -1.272 2.302
H -1.091 -0.376 3.581
H -0.699 1.091 2.807
H 0.470 0.567 4.960
H 1.301 1.364 3.684
H 2.701 -2.239 4.481
H 0.938 -2.258 4.263
H 1.638 -1.667 5.753

Stability, highest: A

--- A ---
26
Properties=species:S:1:pos:R:3 method="wB97M-V/def2-TZVPD" lumo_ev=0.77 spin_multiplicity=1
C 0.536 0.197 0.461
C -0.210 0.585 -0.826
C -0.202 -0.762 1.395
C 0.904 1.458 1.240
C -2.774 0.762 -0.518
C 1.842 -0.560 -0.036
C -1.612 -0.078 -0.953
C 3.094 -0.130 0.062
C -1.760 -1.272 -1.505
O 1.542 -1.767 -0.605
H 2.357 -2.203 -0.886
H 0.361 0.329 -1.718
H -0.362 1.664 -0.847
H -1.080 -0.288 1.826
H -0.492 -1.670 0.875
H 0.461 -1.050 2.210
H 1.546 1.211 2.084
H 1.425 2.177 0.613
H 0.001 1.927 1.625
H -2.648 1.098 0.510
H -2.850 1.650 -1.148
H -3.709 0.211 -0.599
H 3.924 -0.748 -0.260
H 3.348 0.824 0.480
H -0.908 -1.861 -1.800
H -2.734 -1.703 -1.682

--- B ---
26
Properties=species:S:1:pos:R:3 method="wB97M-V/def2-TZVPD" lumo_ev=0.83 spin_multiplicity=1
C -0.726 -1.318 -0.431
C 0.957 0.800 0.444
C -1.946 -1.105 -1.338
C 0.409 -2.005 -1.200
C 1.838 0.388 1.611
C 1.715 1.535 -0.651
C -1.393 2.121 1.267
C -0.254 -0.014 0.098
C -0.483 1.131 0.692
O -1.088 -2.090 0.710
H -1.370 -2.958 0.412
H -2.268 -2.046 -1.787
H -2.762 -0.697 -0.741
H -1.708 -0.399 -2.131
H 1.253 -2.176 -0.533
H 0.731 -1.382 -2.033
H 0.069 -2.966 -1.592
H 1.244 -0.117 2.374
H 2.310 1.265 2.062
H 2.629 -0.283 1.281
H 2.591 0.971 -0.964
H 1.073 1.688 -1.515
H 2.055 2.508 -0.298
H -2.444 1.819 1.151
H -1.257 3.093 0.786
H -1.175 2.239 2.324

Stability, highest: A

--- A ---
13
Properties=species:S:1:pos:R:3 method="wB97M-V/def2-TZVPD" lumo_ev=0.76 spin_multiplicity=1
C -0.482 0.510 -0.184
N -1.413 -0.501 -0.553
N 1.674 -1.143 0.220
O -1.058 1.751 -0.321
O -0.135 0.375 1.286
N 0.681 0.426 -1.025
N 1.608 -0.371 -0.842
H -0.844 2.088 -1.198
H -0.333 1.221 1.704
H -1.040 -1.430 -0.419
H -2.283 -0.395 -0.048
H 1.066 -0.917 1.050
H 2.558 -1.614 0.329

--- B ---
13
Properties=species:S:1:pos:R:3 method="wB97M-V/def2-TZVPD" lumo_ev="0.47 / 0.47" spin_multiplicity=1
C -0.343 -0.556 -0.151
N -1.124 -0.852 0.963
N -2.351 0.383 -0.485
N 1.179 1.412 0.161
N 0.634 -1.468 -0.525
O -1.100 0.033 -1.074
O -2.010 0.283 0.864
H -1.277 -1.906 1.118
H 0.919 2.428 0.736
H 2.274 1.486 0.302
H 1.058 1.817 -0.706
H 0.860 -1.405 -1.434
H 1.281 -1.656 0.230

Stability, highest: A

--- A ---
12
Properties=species:S:1:pos:R:3 method="wB97M-V/def2-TZVPD" lumo_ev=0.45 spin_multiplicity=1
C 1.301 0.427 -0.014
C -0.827 -0.893 -0.004
C -2.144 -0.877 -0.003
H 3.494 -0.087 0.009
H -0.227 -1.827 0.023
H -2.689 -1.801 0.020
H -2.685 0.072 -0.022
N 1.581 1.716 0.005
N 0.390 2.350 -0.001
N -0.586 1.523 -0.007
N -0.039 0.284 -0.003
S 2.432 -0.888 -0.004

--- B ---
12
Properties=species:S:1:pos:R:3 method="wB97M-V/def2-TZVPD" lumo_ev="-0.96 / -1.19" spin_multiplicity=1
C -1.418 0.321 -1.143
C 1.778 -0.595 0.843
C 0.818 0.045 -0.059
N -2.649 0.258 -0.720
N -2.523 0.202 0.627
N -1.289 0.156 1.038
N -0.538 0.172 -0.081
S 1.748 -1.057 -1.005
H -1.083 0.189 -2.236
H 2.725 -0.401 1.268
H 1.369 -1.339 1.589
H 1.061 2.048 -0.122

--- C ---
12
Properties=species:S:1:pos:R:3 method="wB97M-V/def2-TZVPD" lumo_ev=-0.06 spin_multiplicity=1
C -0.650 0.853 0.401
C -1.683 1.095 -0.508
C 1.650 -1.669 -0.126
H 0.587 1.275 2.344
H -2.384 2.046 -0.604
H 2.535 -1.914 0.303
H 1.153 -2.444 -0.846
N -1.494 0.147 -1.546
N -0.445 -0.533 -1.387
N 0.023 -0.165 -0.130
N 1.228 -0.453 0.301
S -0.518 1.762 1.798

--- D ---
12
Properties=species:S:1:pos:R:3 method="wB97M-V/def2-TZVPD" lumo_ev=-1.50 spin_multiplicity=1
C -1.501 0.772 -0.030
C -0.122 0.635 0.039
C 1.814 -0.437 -0.015
H -2.035 -1.432 0.486
H -1.768 1.788 -0.340
H 0.070 -1.604 0.097
H 3.712 -0.943 0.052
N 0.471 -0.591 -0.077
N 2.735 -1.361 -0.026
N 1.985 0.922 0.014
N 0.877 1.627 0.066
S -2.725 -0.487 -0.006

Stability, highest: A

--- A ---
8
Properties=species:S:1:pos:R:3 method="wB97M-V/def2-TZVPD" lumo_ev=4.28 spin_multiplicity=1 charge=-1
C 1.129 -0.358 -0.014
O -1.160 1.841 -0.453
O -1.986 0.161 1.286
F 1.412 -1.003 -1.111
F 1.070 -1.235 1.040
F 2.166 0.473 0.210
P -1.210 0.426 0.055
H -1.421 -0.305 -1.013

--- B ---
8
Properties=species:S:1:pos:R:3 method="wB97M-V/def2-TZVPD" lumo_ev="1.75 / 0.10" spin_multiplicity=1 charge=-1
C -0.679 0.284 -0.133
O 1.601 -0.298 1.371
O 1.800 1.248 -0.721
F -2.773 -2.105 1.259
F -0.953 0.515 -1.402
F -1.194 1.296 0.519
P 1.215 0.099 0.015
H 0.983 -1.039 -0.909

Stability, highest: A

--- A ---
15
Properties=species:S:1:pos:R:3 method="wB97M-V/def2-TZVPD" lumo_ev=1.04 spin_multiplicity=1
C -0.475 -0.939 0.002
C 0.928 -1.156 0.292
N -1.195 1.795 -0.327
N -0.950 -1.189 -1.307
N 1.760 0.207 1.205
O -0.561 0.830 0.435
H -1.177 -1.273 0.762
H -1.805 2.335 0.287
H -0.514 2.436 -0.733
H -0.236 -1.008 -2.004
H -1.730 -0.570 -1.508
H 2.086 0.938 0.573
H 1.149 0.675 1.876
H 1.598 -1.136 -0.564
H 1.121 -1.947 1.011

--- B ---
15
Properties=species:S:1:pos:R:3 method="wB97M-V/def2-TZVPD" lumo_ev=0.70 spin_multiplicity=1
N 2.196 -0.453 -0.074
C 1.614 -0.331 -1.412
N 0.417 -1.161 -1.619
H 2.408 -1.433 0.066
H 1.484 -0.208 0.604
H 2.407 -0.588 -2.123
H 1.352 0.704 -1.570
H 0.659 -2.083 -1.957
H -0.093 -0.746 -2.407
C -1.459 0.443 1.344
N -1.746 0.667 0.023
O -1.577 1.226 2.254
H -1.154 -0.603 1.523
H -1.746 1.612 -0.332
H -1.176 0.062 -0.559

--- C ---
15
Properties=species:S:1:pos:R:3 method="wB97M-V/def2-TZVPD" lumo_ev=0.90 spin_multiplicity=1
C 0.922 -0.029 -0.318
C 0.933 -1.474 0.134
N -1.008 0.637 1.014
N 0.549 0.878 0.675
N -2.057 1.021 0.177
O 0.348 0.160 -1.580
H -0.018 -0.671 -1.904
H -1.137 -0.053 1.745
H 0.602 1.832 0.325
H 2.126 0.395 -0.397
H -1.892 0.752 -0.791
H -2.177 2.032 0.188
H 1.530 -2.069 -0.555
H -0.083 -1.871 0.156
H 1.363 -1.539 1.130

--- D ---
15
Properties=species:S:1:pos:R:3 method="wB97M-V/def2-TZVPD" lumo_ev=0.89 spin_multiplicity=1
N -1.177 -1.585 0.457
C -0.202 -2.309 0.052
N 1.063 -1.898 -0.237
H -0.454 0.334 0.813
H -2.022 -2.251 0.588
H -0.568 -3.328 -0.036
H 1.238 -0.911 -0.416
H 1.842 -2.594 -0.419
N -0.458 2.150 -0.920
C 0.334 1.874 0.303
O 0.133 0.915 1.310
H -1.453 2.240 -0.867
H -0.122 2.870 -1.477
H 0.379 2.814 0.754
H 1.467 1.677 0.094

Stability, highest: B

--- A ---
7
Properties=species:S:1:pos:R:3 method="wB97M-V/def2-TZVPD" lumo_ev=0.27 spin_multiplicity=1
C -0.564 -0.261 -0.075
N 0.180 0.614 -0.854
N 0.679 -0.183 0.681
Cl 0.949 0.941 1.924
H -1.439 0.024 0.383
H -0.686 -1.413 -0.449
H 0.880 0.278 -1.610

--- B ---
7
Properties=species:S:1:pos:R:3 method="wB97M-V/def2-TZVPD" lumo_ev=0.99 spin_multiplicity=1
C 0.364 -0.294 -0.575
N -0.850 0.218 -0.154
N 0.464 0.795 0.358
Cl 0.940 -0.074 -2.317
H 0.652 -1.384 -0.305
H -1.400 0.813 -0.857
H 0.560 0.293 1.363

Stability, highest: B